[1]
{"formula": "C7H11Cl2N4O", "method": "wB97M-V/def2-TZVPD", "elements": ["C", "C", "C", "C", "C", "C", "C", "N", "N", "N", "N", "O", "Cl", "Cl", "H", "H", "H", "H", "H", "H", "H", "H", "H", "H", "H"], "positions_angstrom": [[3.439673, -0.210042, 1.085229], [2.707284, -1.918077, -0.202703], [-0.369531, 0.915937, 1.264691], [-0.926696, -0.706083, -0.397671], [-1.475469, 1.825241, 0.701055], [-2.145973, 0.133650, -0.741729], [1.384879, -0.044305, -0.127787], [3.556735, -1.431949, 0.754430], [2.452463, 0.603465, 0.523482], [0.110248, 0.000979, 0.229033], [1.752846, -1.239120, -0.756278], [-2.536569, 1.006748, 0.229784], [1.586038, 0.462845, -2.644201], [2.488749, 2.365428, 0.266509], [4.235875, 0.281776, 1.732230], [3.119907, -2.819003, -0.680011], [0.409344, 1.497388, 1.813439], [-0.856971, 0.178994, 1.947431], [-1.287992, -1.393270, 0.508329], [-0.470230, -1.171616, -1.191829], [-1.796985, 2.449722, 1.508370], [-1.088785, 2.292090, -0.158744], [-1.838354, 0.671110, -1.709896], [-3.011067, -0.403615, -1.034000], [1.677074, -0.661016, -1.977648]], "forces_ev_per_angstrom": [[1.2, 2.1, -0.3], [1.5, 0.7, -1.1], [-0.6, -0.1, 1.1], [-2.7, -1.9, 3.7], [0.3, -2.3, 0.2], [1.7, 1.5, -3.0], [-0.3, -2.4, 2.1], [-0.5, -1.0, 1.0], [-1.5, 1.3, -0.4], [3.1, 3.7, 0.6], [0.1, -1.4, 2.0], [-0.4, 0.8, 1.7], [-0.1, 2.0, -1.9], [0.4, -1.8, 0.7], [-1.3, -0.4, -0.9], [-0.8, 0.2, 0.1], [-0.4, -0.7, -0.7], [0.3, 0.9, 0.1], [0.7, 0.5, -2.2], [0.1, -1.7, -1.9], [-0.5, 0.6, 0.0], [0.6, 1.5, -0.9], [-0.4, -0.1, 1.1], [-0.5, -1.1, 0.0], [0.0, -0.9, -1.2]], "mulliken_charge": [0.02, -0.16, -0.61, -0.61, -0.65, -0.59, 0.16, -0.39, 0.05, 0.17, -0.31, -0.40, -0.26, 0.09, 0.38, 0.41, 0.46, 0.36, 0.30, 0.51, 0.41, 0.40, 0.32, 0.43, 0.50], "total_energy_ev": -40479.334, "e_above_lowest_kj_mol": 197.2, "gap_ha": 0.305, "charge": 1}

[2]
{"formula": "C25H75N15O10", "method": "wB97M-V/def2-TZVPD", "elements": ["C", "O", "C", "C", "C", "N", "H", "H", "H", "H", "H", "H", "H", "H", "H", "H", "H", "C", "O", "C", "C", "C", "N", "H", "H", "H", "H", "H", "H", "H", "H", "H", "H", "H", "C", "O", "C", "C", "C", "N", "H", "H", "H", "H", "H", "H", "H", "H", "H", "H", "H", "C", "O", "C", "C", "C", "N", "H", "H", "H", "H", "H", "H", "H", "H", "H", "H", "H", "C", "O", "C", "C", "C", "N", "H", "H", "H", "H", "H", "H", "H", "H", "H", "H", "H", "N", "C", "N", "O", "H", "H", "H", "H", "N", "C", "N", "O", "H", "H", "H", "H", "N", "C", "N", "O", "H", "H", "H", "H", "N", "C", "N", "O", "H", "H", "H", "H", "N", "C", "N", "O", "H", "H", "H", "H"], "positions_angstrom": [[27.263971, -37.393541, 32.297531], [28.420359, -37.571308, 31.484181], [28.941449, -36.356056, 30.981690], [29.584085, -35.466408, 32.047332], [30.284962, -34.248157, 31.442269], [30.645512, -36.272083, 32.717564], [26.577009, -36.777194, 31.705077], [27.524332, -36.873671, 33.221871], [26.833511, -38.374324, 32.470861], [29.619810, -36.555846, 30.155671], [28.082838, -35.799997, 30.573846], [28.888276, -35.099129, 32.803380], [31.161120, -34.547852, 30.865790], [30.617307, -33.560525, 32.218337], [29.558486, -33.723758, 30.817472], [31.390145, -36.398387, 32.039072], [30.230378, -37.181791, 32.903094], [40.432105, -34.062095, 36.774443], [40.011534, -33.257723, 35.680615], [38.735986, -33.640371, 35.217855], [38.501467, -33.145373, 33.792611], [39.591413, -33.590750, 32.810938], [38.495546, -31.674178, 33.705430], [40.769263, -35.012161, 36.342003], [39.619936, -34.374656, 37.440721], [41.183535, -33.523504, 37.341161], [38.597408, -34.729578, 35.171562], [37.963670, -33.234106, 35.880687], [37.524144, -33.517405, 33.480771], [39.358916, -33.147817, 31.841235], [39.625842, -34.670133, 32.635376], [40.610860, -33.298475, 33.058468], [39.330568, -31.309453, 34.166828], [37.816799, -31.334929, 34.394039], [30.658458, -26.510710, 33.218177], [31.176364, -27.816216, 32.928261], [30.800583, -28.696944, 33.977221], [31.801439, -29.827790, 34.207108], [33.238769, -29.362584, 34.266508], [31.628351, -30.943378, 33.287351], [29.575862, -26.571926, 33.339461], [30.931107, -25.914475, 32.350446], [31.114401, -26.097909, 34.119274], [30.758646, -28.174208, 34.937282], [29.833937, -29.171960, 33.782247], [31.574089, -30.267766, 35.187058], [33.433285, -28.543211, 34.962248], [33.549944, -29.014385, 33.275301], [33.920043, -30.182797, 34.500302], [31.837121, -30.669330, 32.319863], [32.300137, -31.704264, 33.326416], [34.674333, -33.434055, 32.401324], [34.517449, -33.957585, 33.706007], [33.340513, -33.492647, 34.391065], [32.916218, -34.330754, 35.611875], [33.853526, -34.338489, 36.784654], [32.667754, -35.698182, 35.099744], [35.274938, -34.105421, 31.787573], [35.220593, -32.489142, 32.483289], [33.703815, -33.314924, 31.913222], [33.669323, -32.466654, 34.598940], [32.500068, -33.497342, 33.693805], [31.967203, -33.855891, 35.882394], [33.628463, -35.007441, 37.618193], [33.865396, -33.331587, 37.209610], [34.859030, -34.654808, 36.490045], [31.975872, -35.632301, 34.351607], [33.532345, -35.963933, 34.635898], [34.359204, -30.409141, 42.393181], [34.808210, -31.323765, 41.423428], [34.608467, -30.891542, 40.084796], [33.151830, -30.843256, 39.654287], [32.312362, -32.066479, 39.935884], [33.107004, -30.481794, 38.222372], [33.366916, -30.678734, 42.757286], [34.258715, -29.379092, 42.023761], [35.088636, -30.290203, 43.193465], [35.028714, -29.881159, 40.025583], [35.245350, -31.505335, 39.446469], [32.648034, -30.003582, 40.145045], [32.702035, -32.966362, 39.458713], [31.228909, -32.005162, 39.893253], [32.477868, -32.163701, 41.024452], [32.119519, -30.485873, 37.969775], [33.434917, -31.224860, 37.607784], [33.398205, -32.025117, 28.784553], [32.856207, -31.046028, 29.558368], [33.192304, -29.776528, 29.225864], [32.020695, -31.283153, 30.435567], [34.062548, -31.780183, 28.074675], [33.063478, -32.967947, 28.808581], [33.763967, -29.509539, 28.451178], [32.811742, -29.095157, 29.862290], [35.551252, -38.687720, 34.375813], [35.291817, -37.442154, 33.918984], [36.068823, -36.471711, 34.506911], [34.376832, -37.249269, 33.113790], [36.225499, -38.836252, 35.105020], [35.001141, -39.495936, 34.157570], [35.807651, -35.513323, 34.321979], [36.549743, -36.693323, 35.355838], [33.617967, -37.108907, 39.734999], [34.906452, -37.333149, 39.377484], [35.051675, -37.994627, 38.189696], [35.893367, -37.041120, 40.053998], [32.912757, -37.596812, 39.210305], [33.397766, -36.536522, 40.525752], [35.944859, -37.947223, 37.737080], [34.305984, -38.265175, 37.567490], [31.508696, -37.205566, 37.216962], [31.543402, -38.522530, 37.450480], [32.279297, -39.198517, 36.494829], [30.981088, -39.093830, 38.381965], [30.928822, -36.591880, 37.762701], [31.987009, -36.756313, 36.412789], [32.504195, -38.848045, 35.579992], [32.401670, -40.189462, 36.609449], [28.145602, -31.254356, 37.411583], [29.262309, -31.618826, 36.712095], [29.024995, -32.033394, 35.436321], [30.341388, -31.784100, 37.279603], [28.330048, -31.042442, 38.375923], [27.212406, -31.244502, 37.055386], [29.770754, -32.467155, 34.923297], [28.143498, -31.809446, 35.019932]], "forces_ev_per_angstrom": [[0.5, 0.5, -0.9], [0.5, -0.4, 0.2], [-1.6, 1.0, 0.3], [2.0, -0.6, -0.1], [-0.8, -0.2, 0.1], [-0.8, 0.5, 0.3], [-0.3, 0.0, 0.4], [-0.2, -0.2, 0.2], [0.0, 0.0, 0.2], [0.2, -0.3, 0.2], [0.1, 0.1, -0.3], [-0.2, -0.3, -0.1], [-0.1, 0.0, -0.2], [0.0, 0.0, 0.0], [0.3, 0.2, -0.2], [0.1, -0.2, 0.1], [0.3, -0.1, 0.0], [-0.4, -0.6, -0.6], [-0.3, 0.0, 0.3], [-0.3, -0.2, -0.6], [1.3, 0.7, 0.1], [-0.3, -0.6, -0.6], [-0.6, 0.5, 1.1], [0.6, 0.1, 0.3], [-0.2, 0.5, 0.1], [0.2, -0.1, -0.1], [0.3, -0.1, 0.3], [-0.1, 0.0, 0.1], [0.0, 0.0, -0.1], [0.0, 0.1, 0.0], [-0.2, 0.0, 0.3], [-0.2, 0.3, 0.4], [0.4, -0.4, -0.5], [-0.4, -0.1, -0.5], [0.4, -0.8, -0.8], [-0.3, 0.3, 0.8], [0.5, -0.9, 0.2], [0.6, -1.0, 0.6], [0.7, 0.5, -0.6], [-0.3, -0.1, -1.8], [-0.1, 0.2, 0.0], [-0.2, 0.3, 0.1], [0.0, 0.0, 0.1], [-0.1, 0.3, -0.1], [-0.2, 0.2, -0.1], [-0.2, 0.4, 0.1], [-0.2, -0.1, 0.1], [-0.1, 0.1, 0.0], [-0.1, -0.1, 0.2], [-0.7, 0.3, 0.2], [0.0, 0.5, 1.0], [0.1, 0.2, 0.3], [-0.2, -1.5, 0.3], [1.5, 0.8, -0.1], [-0.3, -0.4, -1.2], [0.7, 0.3, 0.4], [0.1, 0.5, 0.3], [0.0, -0.2, 0.2], [-0.3, 0.2, -0.3], [0.0, 0.2, -0.1], [-0.9, 0.2, 0.6], [0.0, -0.1, 0.0], [-0.1, -0.2, 0.3], [-0.6, -0.1, -0.3], [0.4, 0.0, 0.0], [0.1, 0.4, -0.1], [-0.1, -0.3, 0.0], [-0.2, -0.3, -0.1], [-0.2, 0.8, -0.1], [0.1, -0.1, -0.1], [0.3, 0.4, 0.7], [-0.9, 0.3, -1.8], [0.9, -0.5, 2.4], [-0.3, 0.3, -0.4], [0.1, -0.2, 0.3], [0.0, -0.1, -0.5], [-0.1, -0.6, 0.2], [-0.2, 0.1, -0.3], [-0.3, -0.4, 0.0], [0.3, 0.1, 0.2], [-0.2, 0.0, -0.1], [0.0, 0.4, -0.9], [0.0, -0.7, -0.1], [0.0, 0.3, 0.0], [0.4, -0.1, 0.4], [0.6, 0.2, -0.3], [-1.4, -0.6, 0.0], [-0.1, 0.3, 0.7], [0.9, 0.0, -0.4], [0.0, -0.1, -0.1], [-0.2, 0.0, 0.3], [0.1, 0.0, 0.0], [0.2, 0.2, -0.3], [0.8, -1.0, 0.8], [-1.3, 0.1, -0.1], [-0.3, -0.1, -0.8], [1.0, 0.3, 0.3], [0.1, 0.0, -0.1], [-0.3, 0.3, -0.4], [-0.1, 0.1, 0.0], [0.1, 0.1, 0.1], [0.1, -0.2, -0.4], [1.1, 0.0, 0.9], [0.1, -0.5, -1.1], [-0.8, 0.3, -0.5], [-0.4, 0.3, 0.3], [0.0, -0.2, 0.2], [0.2, 0.0, 0.5], [-0.4, 0.2, 0.2], [0.1, 1.2, -0.3], [-0.9, -0.5, -0.3], [0.7, -0.8, 0.1], [0.6, 0.2, -0.2], [-0.1, -0.4, 0.2], [-0.1, -0.2, 0.2], [-0.2, 0.5, 0.1], [-0.3, 0.0, 0.2], [0.6, 0.6, 0.3], [-0.1, -1.9, 0.4], [0.0, 0.4, 0.4], [-0.2, 0.7, -0.4], [-0.3, 0.1, 0.0], [-0.1, 0.0, -0.1], [0.0, 0.3, -0.3], [0.1, -0.1, -0.4]], "mulliken_charge": [-0.62, -0.40, -0.72, 0.40, -1.30, -0.47, 0.31, 0.24, 0.24, 0.34, 0.36, 0.26, 0.27, -0.02, 0.46, 0.20, 0.26, -0.79, -0.38, -0.71, 1.51, -1.65, -0.82, 0.30, 0.32, 0.27, 0.33, 0.47, -0.49, 0.43, 0.35, 0.30, 0.32, 0.27, -0.80, -0.25, -1.28, 1.63, -1.69, -0.04, 0.32, 0.22, 0.32, 0.54, 0.41, -0.38, 0.41, 0.30, 0.34, 0.16, 0.07, -0.91, 0.10, 0.73, 0.05, -0.49, 0.10, 0.31, 0.31, 0.25, 0.03, -0.60, 0.20, 0.15, -0.34, -0.02, -0.03, -0.25, -0.79, -0.40, -0.83, 0.46, -0.94, -0.62, 0.27, 0.33, 0.30, 0.45, 0.28, 0.28, 0.03, 0.34, 0.37, 0.30, 0.15, -0.38, 0.70, -0.44, -0.67, 0.16, 0.23, 0.14, 0.23, -0.38, 0.52, -0.05, -0.59, 0.14, 0.23, -0.11, 0.21, -0.28, 0.59, -0.31, -0.67, 0.18, 0.17, 0.13, 0.26, 0.05, 0.26, -0.31, -0.68, 0.16, 0.39, 0.14, 0.19, -0.45, 0.54, -0.18, -0.39, 0.24, 0.13, 0.01, 0.18], "total_energy_ev": -69970.108, "e_above_lowest_kj_mol": 162.1, "smiles": "COC[C@H](C)N.COC[C@H](C)N.COC[C@H](C)N.COC[C@H](C)N.COC[C@H](C)N.NC(N)=O.NC(N)=O.NC(N)=O.NC(N)=O.NC(N)=O", "gap_ha": 0.336}

Q: Number 2 is which compound?
A: C25H75N15O10

What did the first record say?
{"formula": "C7H11Cl2N4O", "method": "wB97M-V/def2-TZVPD", "elements": ["C", "C", "C", "C", "C", "C", "C", "N", "N", "N", "N", "O", "Cl", "Cl", "H", "H", "H", "H", "H", "H", "H", "H", "H", "H", "H"], "positions_angstrom": [[3.439673, -0.210042, 1.085229], [2.707284, -1.918077, -0.202703], [-0.369531, 0.915937, 1.264691], [-0.926696, -0.706083, -0.397671], [-1.475469, 1.825241, 0.701055], [-2.145973, 0.133650, -0.741729], [1.384879, -0.044305, -0.127787], [3.556735, -1.431949, 0.754430], [2.452463, 0.603465, 0.523482], [0.110248, 0.000979, 0.229033], [1.752846, -1.239120, -0.756278], [-2.536569, 1.006748, 0.229784], [1.586038, 0.462845, -2.644201], [2.488749, 2.365428, 0.266509], [4.235875, 0.281776, 1.732230], [3.119907, -2.819003, -0.680011], [0.409344, 1.497388, 1.813439], [-0.856971, 0.178994, 1.947431], [-1.287992, -1.393270, 0.508329], [-0.470230, -1.171616, -1.191829], [-1.796985, 2.449722, 1.508370], [-1.088785, 2.292090, -0.158744], [-1.838354, 0.671110, -1.709896], [-3.011067, -0.403615, -1.034000], [1.677074, -0.661016, -1.977648]], "forces_ev_per_angstrom": [[1.2, 2.1, -0.3], [1.5, 0.7, -1.1], [-0.6, -0.1, 1.1], [-2.7, -1.9, 3.7], [0.3, -2.3, 0.2], [1.7, 1.5, -3.0], [-0.3, -2.4, 2.1], [-0.5, -1.0, 1.0], [-1.5, 1.3, -0.4], [3.1, 3.7, 0.6], [0.1, -1.4, 2.0], [-0.4, 0.8, 1.7], [-0.1, 2.0, -1.9], [0.4, -1.8, 0.7], [-1.3, -0.4, -0.9], [-0.8, 0.2, 0.1], [-0.4, -0.7, -0.7], [0.3, 0.9, 0.1], [0.7, 0.5, -2.2], [0.1, -1.7, -1.9], [-0.5, 0.6, 0.0], [0.6, 1.5, -0.9], [-0.4, -0.1, 1.1], [-0.5, -1.1, 0.0], [0.0, -0.9, -1.2]], "mulliken_charge": [0.02, -0.16, -0.61, -0.61, -0.65, -0.59, 0.16, -0.39, 0.05, 0.17, -0.31, -0.40, -0.26, 0.09, 0.38, 0.41, 0.46, 0.36, 0.30, 0.51, 0.41, 0.40, 0.32, 0.43, 0.50], "total_energy_ev": -40479.334, "e_above_lowest_kj_mol": 197.2, "gap_ha": 0.305, "charge": 1}

Q: What is the formula in the first record?
A: C7H11Cl2N4O